H14O7 | ωB97M-V/def2-TZVPD

Results
SMILES = O.O.O.O.O.O.O
LUMO level = 0.44 eV
Net charge = 0
E_HOMO = -10.79 eV
Orbital gap = 11.2 eV

Atoms and positions in Å:
O  1.1027  -1.9481  -0.8084
O  2.7460  0.3370  -0.1583
O  0.6770  0.5574  1.6618
O  -1.3908  -2.2717  0.5701
H  0.3242  -1.8816  -0.2518
H  1.5076  -1.0706  -0.8695
H  3.6559  0.3842  0.1076
H  2.2675  0.3360  0.6929
H  -0.2526  0.8258  1.6382
H  0.6192  -0.0469  2.4197
H  -0.6921  -2.8730  0.6012
H  -1.7865  -1.4245  0.2904
O  -1.1310  2.0899  0.2917
O  -2.4728  -0.0079  -0.3063
O  0.6990  1.3258  -1.5401
H  -1.9167  0.6931  0.0636
H  -2.9412  -0.7833  -0.5371
H  -2.0673  2.2791  0.2177
H  -0.7126  1.8232  -0.5588
H  1.4405  0.8088  -1.2290
H  0.3239  0.8473  -2.2956

And the natural (NBO) charges, in e, turn out to be:
1. O -0.971
2. O -0.985
3. O -0.968
4. O -1.086
5. H 0.469
6. H 0.476
7. H 0.489
8. H 0.513
9. H 0.501
10. H 0.473
11. H 0.521
12. H 0.531
13. O -0.962
14. O -1.110
15. O -0.971
16. H 0.539
17. H 0.549
18. H 0.485
19. H 0.527
20. H 0.501
21. H 0.480